Arrangement i

An isolated molecule of C5H15N3. Source: OMol25; level of theory: ωB97M-V/def2-TZVPD.

HOMO = -0.278 Eh
Frontier orbital gap = 8.6 eV
LUMO = 1.0 eV
SMILES = CNN(N)CC(C)C

```
! RIJCOSX wB97M-V def2-TZVPD def2/J DEFGRID3
* xyz 0 1
C -3.19360 -0.75650 0.58540
N -2.26273 0.08531 -0.16165
N -0.82673 -0.19095 0.23407
N -0.58512 0.30331 1.53669
C -0.05729 0.62037 -0.72035
C 1.48315 0.19382 -0.86890
C 1.88808 -1.13303 -0.23300
C 2.40302 1.32021 -0.40411
H -4.16883 -0.76495 0.08443
H -3.36274 -0.35922 1.59208
H -2.84392 -1.79424 0.66267
H -2.38232 -0.16129 -1.14673
H 0.25431 -0.10971 1.93562
H -1.34502 0.08109 2.17650
H -0.12855 1.69283 -0.49072
H -0.45755 0.49282 -1.73414
H 1.63358 0.08028 -1.95110
H 1.91653 -1.07465 0.85865
H 2.89589 -1.41672 -0.55937
H 1.20971 -1.94066 -0.52410
H 2.31706 1.48657 0.67444
H 2.16319 2.25829 -0.91652
H 3.44988 1.08703 -0.62989
*
```

***

Arrangement ii

C5H15N3 as an isolated structure. Source: OMol25; level of theory: ωB97M-V/def2-TZVPD.

HOMO = -0.272 Eh
Frontier orbital gap = 7.2 eV
LUMO = -0.2 eV

```
! RIJCOSX wB97M-V def2-TZVPD def2/J DEFGRID3
* xyz 0 1
N 2.88464 -1.08812 0.48529
C 1.28551 -0.64959 0.90735
C 0.68010 0.17371 -0.17952
N -0.63992 0.16741 -0.46169
C 1.68135 -0.89880 -2.18571
C -0.98807 0.99850 0.71125
C -2.60659 0.91810 0.98523
N -3.52180 0.76394 -0.15949
H 3.12982 -1.74089 1.17740
H 0.45526 -1.04051 1.56484
H 2.08479 -0.09068 1.38372
H 1.57679 -1.68040 0.47187
H 1.26364 1.12310 -0.40235
H 1.46637 -0.51617 -1.06216
H 1.49041 -1.98253 -2.35183
H 0.92912 -0.41526 -2.79062
H 2.76001 -0.57607 -2.29982
H -0.48360 0.58000 1.73953
H -0.74932 2.15800 0.76213
H -2.92605 1.81379 1.47682
H -2.86804 0.13848 1.74074
H -3.20866 0.13473 -0.91462
H -3.69577 1.70924 -0.59835
*
```

***

Stability summary: most stable arrangement i, least stable arrangement ii.

***

Arrangement i

An isolated molecule of C2H6N2S2. Source: OMol25; level of theory: ωB97M-V/def2-TZVPD.

HOMO = -0.319 Eh
Frontier orbital gap = 9.3 eV
LUMO = 0.6 eV
SMILES = CN(S)/C=N\S

```
! RIJCOSX wB97M-V def2-TZVPD def2/J DEFGRID3
* xyz 0 1
C 0.62081 -0.99555 0.60833
N 0.34777 0.02229 -0.41843
S 1.49927 0.10965 -1.72606
C -0.05779 1.28214 0.10806
N -1.12715 1.52917 0.72922
S -2.39916 0.42742 0.90748
H 0.49905 -1.96603 0.11832
H 1.67698 -0.93456 1.02160
H -0.13985 -0.87345 1.37726
H 0.60030 -0.14432 -2.69361
H 0.59193 2.11395 -0.03950
H -2.11216 -0.57070 0.00733
*
```

***

Arrangement ii

An isolated molecule of C2H6N2S2. Source: OMol25; level of theory: ωB97M-V/def2-TZVPD.

HOMO = -0.345 Eh
Frontier orbital gap = 10.0 eV
LUMO = 0.6 eV
SMILES = [H]/N=C(\CS)NS

```
! RIJCOSX wB97M-V def2-TZVPD def2/J DEFGRID3
* xyz 0 1
H 1.35985 0.87185 1.24397
N 0.93907 -0.06684 1.10386
C 0.19452 -0.09061 0.06368
C -0.04205 1.14337 -0.94532
S 0.59354 2.74275 -0.43210
N -0.53470 -1.22917 -0.33277
S -0.68996 -2.71840 0.48319
H 0.47770 0.87311 -1.82467
H -1.06293 1.11243 -1.23302
H -0.28868 2.94908 0.55508
H -1.13007 -1.05656 -1.09440
H -1.55858 -2.38404 1.42777
*
```

***

Arrangement iii

An isolated molecule of C2H6N2S2. Source: OMol25; level of theory: ωB97M-V/def2-TZVPD.

HOMO = -0.331 Eh
Frontier orbital gap = 9.7 eV
LUMO = 0.7 eV
SMILES = [H]/N=C(\NS)SC

```
! RIJCOSX wB97M-V def2-TZVPD def2/J DEFGRID3
* xyz 0 1
H -1.31449 0.42100 1.78281
N -0.77309 0.74636 0.96261
C -0.13020 -0.20959 0.40149
N -0.18274 -1.60768 0.91303
S 0.48579 -2.99003 0.19804
S 0.63724 0.06320 -1.13512
C 0.17389 1.74358 -1.37388
H -0.71750 -1.71927 1.73780
H 1.64999 -2.87240 0.84517
H 0.59494 2.02771 -2.35460
H -0.90390 1.94019 -1.42002
H 0.48007 2.45693 -0.55733
*
```

***

Stability summary: most stable arrangement ii, least stable arrangement i.

***

Arrangement i

An isolated molecule of C4H6F2O. Source: OMol25; level of theory: ωB97M-V/def2-TZVPD.

HOMO = -0.365 Eh
Frontier orbital gap = 10.9 eV
LUMO = 1.0 eV
SMILES = C=CC(F)(F)OC

```
! RIJCOSX wB97M-V def2-TZVPD def2/J DEFGRID3
* xyz 0 1
C -1.79967 1.05317 1.50086
C -1.09792 0.01464 1.11505
C -0.02878 0.38338 0.07781
F -0.57785 0.56036 -1.13510
F 0.79885 1.38513 0.32054
O 0.93366 -0.96691 -0.17518
C 1.58180 -1.10188 -1.41296
H -2.54703 0.99014 2.29544
H -1.44700 2.10744 1.36959
H -1.12755 -0.96890 1.43936
H 2.06719 -0.13685 -1.85465
H 0.84853 -1.36546 -2.24346
H 2.39578 -1.95426 -1.29728
*
```

***

Arrangement ii

An isolated molecule of C4H6F2O. Source: OMol25; level of theory: ωB97M-V/def2-TZVPD.

HOMO = -0.389 Eh
Frontier orbital gap = 11.3 eV
LUMO = 0.7 eV
SMILES = O=CC(CF)CF

```
! RIJCOSX wB97M-V def2-TZVPD def2/J DEFGRID3
* xyz 0 1
O 2.38181 -0.08514 -0.35961
C 1.59459 -0.55414 0.40125
C 0.14711 -0.12570 0.44323
C -0.63771 -1.21144 -0.26549
F -1.99135 -1.17017 -0.04306
C 0.07013 1.21082 -0.23929
F -1.13386 1.89726 0.14261
H 1.94238 -1.32358 1.14811
H -0.21468 -0.06181 1.48679
H -0.28259 -2.21787 0.03138
H -0.39131 -1.06263 -1.37261
H 0.96643 1.84865 -0.04015
H 0.00754 1.03730 -1.31078
*
```

***

Arrangement iii

An isolated molecule of C4H6F2O. Source: OMol25; level of theory: ωB97M-V/def2-TZVPD.

HOMO = -0.391 Eh
Frontier orbital gap = 11.4 eV
LUMO = 0.7 eV
SMILES = O[C@]1(CF)C[C@@H]1F

```
! RIJCOSX wB97M-V def2-TZVPD def2/J DEFGRID3
* xyz 0 1
O 1.08629 -1.48138 0.23148
C 0.23776 -0.24697 0.26887
C 0.94721 0.85705 0.88257
F 0.50704 1.12492 2.17614
C -1.37798 -0.29212 0.14793
C -0.40872 0.06673 -1.04545
F -0.06274 -0.90199 -2.08149
H 0.80783 -1.86778 -0.62925
H 0.92976 1.99317 0.32760
H 2.02663 0.46131 0.74011
H -2.19018 0.41755 0.27267
H -2.00172 -1.23708 0.29841
H -0.50119 1.10659 -1.58961
*
```

***

Arrangement iv

A 2-piece molecular cluster, C4H6F2O overall. Source: OMol25; level of theory: ωB97M-V/def2-TZVPD.

HOMO = -0.338 Eh
Frontier orbital gap = 9.0 eV
LUMO = -0.2 eV

```
! RIJCOSX wB97M-V def2-TZVPD def2/J DEFGRID3
* xyz 0 1
C 1.77239 1.69806 -0.34977
C 0.99081 1.10322 0.54205
C -1.92830 -1.24589 -0.32939
C 0.57746 -0.27314 0.41574
O -1.10660 -0.21821 -0.68736
F 1.29180 -1.10466 -0.31526
F 0.14483 -0.89548 1.49685
H 2.08724 2.71944 -0.23368
H 2.11070 1.17345 -1.22444
H 0.61985 1.59554 1.42871
H -2.12377 -1.27591 0.74840
H -1.55580 -2.22803 -0.66015
H -2.88062 -1.04840 -0.83172
*
```

***

Stability summary: most stable arrangement ii, least stable arrangement iii.

***

Arrangement i

An isolated molecule of C4H5NO2. Source: OMol25; level of theory: ωB97M-V/def2-TZVPD.

HOMO = -0.324 Eh
Frontier orbital gap = 9.2 eV
LUMO = 0.3 eV

```
! RIJCOSX wB97M-V def2-TZVPD def2/J DEFGRID3
* xyz 0 1
C 1.84936 0.96834 0.05041
O 1.54896 -0.43382 0.29815
C 0.11878 -0.71098 0.32390
N 0.50145 -0.55132 1.53871
O -2.59725 -0.60134 0.75375
C -2.16227 -0.79912 -0.36967
C -0.75381 -0.86858 -0.69489
H 0.93281 1.49966 -0.20985
H 2.29172 1.36545 0.96231
H 2.56060 0.98149 -0.77476
H -2.85043 -0.91438 -1.23267
H -0.38553 -1.03683 -1.69852
*
```

***

Arrangement ii

An isolated molecule of C4H5NO2. Source: OMol25; level of theory: ωB97M-V/def2-TZVPD.

HOMO = -0.375 Eh
Frontier orbital gap = 10.8 eV
LUMO = 0.6 eV
SMILES = [H]/N=C(\C)[C@@H]1OC1=O

```
! RIJCOSX wB97M-V def2-TZVPD def2/J DEFGRID3
* xyz 0 1
H 0.32239 -2.16393 -0.36704
N 0.69063 -1.28920 -0.00683
C -0.11846 -0.32153 -0.14272
C -1.51048 -0.38359 -0.72067
C 0.45871 0.96951 0.35998
O 1.86477 1.22561 -0.11495
C 1.68992 0.80052 1.12902
O 2.32092 0.50048 2.08601
H -1.45786 -0.25008 -1.80873
H -1.95759 -1.36204 -0.51222
H -2.16601 0.39585 -0.31713
H -0.13694 1.87841 0.41528
*
```

***

Stability summary: most stable arrangement ii, least stable arrangement i.